Computed, not measured: a structure of composition C26H29FN6O3STi, with the ωB97M-V functional and the def2-TZVPD basis.

Geometry as XYZ:
```
67
Properties=species:S:1:pos:R:3:forces:R:3
S 0.29941 1.60626 3.18043 -0.13 -0.01 0.04
H 3.04926 4.52809 -2.44866 0.00 0.00 0.00
N -1.03803 0.06910 -1.14867 -0.02 0.00 -0.07
H -0.19331 3.82131 1.26061 0.01 -0.01 0.00
C -2.53821 -1.77929 3.27327 -0.01 -0.01 -0.01
H -5.90670 -2.53089 5.00345 0.01 -0.01 0.01
H 1.88425 -1.54518 -0.13843 0.00 0.00 0.00
O -1.31067 -0.79233 1.52871 -0.04 -0.03 0.05
C 1.29501 -1.67713 2.74919 -0.06 0.00 0.03
H 0.70019 -2.95593 4.90781 0.00 0.00 0.00
N -1.26006 2.13210 0.66143 -0.02 0.01 -0.01
C -4.91376 -1.67335 3.31597 0.00 0.01 -0.02
H -2.44481 -3.93551 8.07935 0.00 0.00 0.00
H 0.23315 0.54552 -2.72279 -0.01 0.00 0.00
H -1.18173 4.08904 -0.17727 0.00 0.01 0.01
H -2.74161 0.91243 -2.12699 0.00 0.00 0.00
H 3.39074 0.00897 -0.20978 0.00 0.01 0.01
C -1.32707 -3.72788 6.26955 0.00 0.01 0.00
H 3.20756 -0.24127 -1.94896 0.00 -0.01 0.01
H 1.47289 -1.59278 -2.70787 0.00 0.00 0.00
C 2.50917 3.76803 -1.90012 0.02 0.02 -0.02
H -2.23274 -5.44330 5.28758 0.00 0.00 0.00
C -2.41304 1.82980 -0.19680 0.00 0.02 0.00
C -3.74539 -1.37727 2.68102 0.00 -0.02 0.03
H -4.61571 -3.06336 7.07492 0.00 0.00 0.00
C -0.52899 3.36899 0.32465 -0.02 0.00 -0.03
N 2.62125 2.75502 2.03572 -0.01 0.00 -0.01
H -0.46851 -5.44404 5.27149 0.00 0.00 0.00
C -1.34492 -5.19692 5.87063 0.00 -0.01 0.00
C -0.10482 -1.87997 3.27107 -0.01 0.01 -0.02
H -0.38213 -3.49569 6.76032 0.00 0.00 0.00
C -0.24251 -0.34871 -2.31602 0.01 -0.01 0.00
C 2.26041 1.51999 -1.16721 0.03 0.04 -0.03
H -1.33414 -5.82332 6.76248 0.00 0.00 0.00
H -3.01194 2.72059 -0.40748 0.00 0.00 0.00
N 1.54435 -0.79604 -0.72858 0.04 0.02 0.01
H -4.04033 -4.52489 6.30969 0.00 0.00 0.00
H -1.55563 2.21447 1.62870 0.00 -0.01 0.00
H 0.33154 -2.26704 -1.54564 0.00 0.00 0.00
N 1.15498 1.85143 -0.49339 -0.09 -0.02 0.06
H -2.33051 -2.28244 7.49184 0.00 0.00 0.00
C -1.28026 -1.44639 2.63220 0.01 0.07 -0.07
C -3.78324 -2.75791 5.13863 0.00 0.01 -0.01
C -2.47370 -3.31978 7.18094 0.01 0.00 0.00
C -4.94749 -2.34689 4.53616 -0.01 0.00 0.00
Ti 0.21821 0.36976 0.79424 0.27 -0.01 0.27
C 1.34845 4.09655 -1.21970 -0.04 0.00 0.01
H -1.61951 -0.71000 -0.84296 0.00 0.00 0.00
H -3.73804 -0.84319 1.74346 0.00 0.00 0.00
N -1.35471 -2.88011 5.04965 0.04 -0.01 0.01
C 0.81029 -1.34212 -1.87406 -0.01 0.01 0.00
O 2.19722 -2.36032 3.18045 0.01 0.06 0.02
C -2.55851 -2.47877 4.48974 -0.03 0.01 -0.01
O 1.42740 -0.77323 1.82319 -0.02 -0.11 -0.20
C 1.68816 2.30143 2.55414 0.10 0.02 -0.06
H -1.31075 1.93252 -2.03409 0.00 0.00 0.00
C -3.80792 -3.46833 6.46557 -0.01 0.00 0.00
H -3.04322 1.12071 0.34241 0.00 -0.01 0.00
H -0.87073 -0.77069 -3.10552 0.00 -0.01 0.00
C 2.97348 2.46217 -1.88381 -0.03 -0.04 0.00
C -1.91213 1.20876 -1.47953 0.00 -0.01 0.00
C 0.69408 3.10466 -0.51292 0.03 0.00 -0.01
F -6.07887 -1.29812 2.77034 0.01 0.00 0.00
C 2.68644 0.08012 -1.04263 -0.02 0.00 -0.03
H 0.96428 5.10730 -1.22352 0.00 0.00 0.00
H 3.87177 2.17931 -2.41475 0.00 0.00 0.00
C -0.20914 -2.59535 4.44276 -0.01 0.00 0.00
```
Forces are in eV/Å.

charge = +1
<S²> = 0.75
spin multiplicity = 2
molecular weight = 572.5 g mol⁻¹
orbital gap (alpha / beta) = 7.634 / 7.741 eV
energy = -2909.99554 a.u.

So, what does the natural (NBO) scheme give us? The charges, in e, come out as: S -0.24; H 0.24; N -0.66; H 0.27; C -0.06; H 0.24; H 0.43; O -0.77; C 0.81; H 0.25; N -0.67; C 0.41; H 0.24; H 0.21; H 0.22; H 0.21; H 0.26; C -0.03; H 0.21; H 0.21; C -0.10; H 0.21; C -0.22; C -0.27; H 0.24; C -0.28; N -0.42; H 0.23; C -0.63; C -0.31; H 0.22; C -0.23; C 0.26; H 0.23; H 0.21; N -0.65; H 0.23; H 0.43; H 0.21; N -0.56; H 0.22; C 0.49; C 0.00; C -0.41; C -0.22; Ti 1.58; C -0.24; H 0.40; H 0.24; N -0.30; C -0.23; O -0.60; C 0.15; O -0.82; C 0.05; H 0.21; C -0.43; H 0.22; H 0.21; C -0.24; C -0.23; C 0.27; F -0.31; C -0.27; H 0.24; H 0.24; C 0.18